Record 1
This record from the Open Molecules 2025 dataset describes 11 unconnected molecules or ions with the total composition C48H58INO31S. The level of theory is ωB97M-V/def2-TZVPD.

The geometry in XYZ format:
```
140
Properties=species:S:1:pos:R:3:mulliken_charge:R:1
C -3.1110 -2.8738 -0.8097 -0.723
C -2.2905 -2.2996 -2.1023 -0.448
I -2.3597 -3.8673 -3.6104 0.093
C -0.8194 -1.9403 -1.5628 -0.423
C -0.3324 -0.4535 -1.8672 0.736
C 1.0706 -0.2700 -2.5672 -1.120
C 1.6596 1.1265 -2.8683 0.319
C 0.8731 2.4535 -2.5341 0.138
C -0.5079 2.2717 -1.8416 -0.606
C -1.0906 0.8462 -1.5099 0.491
C -2.4927 0.8095 -0.7558 -0.301
C -2.0437 1.2761 0.8461 0.261
C -3.1557 2.3190 1.5940 -0.899
O -1.6844 2.7225 1.0239 -0.182
N 1.4061 3.7899 -2.8378 -0.261
C 2.8041 3.9701 -2.3968 0.268
C 3.1485 5.2801 -1.5987 -0.351
C 4.6303 5.5221 -1.1243 -0.394
C 5.7053 4.4588 -1.4733 -0.463
C 5.3968 3.1371 -2.2708 -0.475
C 3.9314 2.9146 -2.7109 0.431
S 3.3347 1.4122 -3.6469 -0.201
H -4.2241 -3.0097 -1.0139 0.347
H -2.6391 -3.9026 -0.5703 0.184
H -2.9019 -2.2307 0.1269 0.120
H -2.8870 -1.3760 -2.4598 0.435
H -0.0879 -2.6403 -2.1252 0.302
H -0.6954 -2.2021 -0.4532 0.200
H 1.7045 -1.1768 -2.8318 0.215
H -1.0935 3.2136 -1.5683 0.066
H -2.9122 -0.2299 -0.5578 -0.241
H -3.2523 1.5829 -1.0995 0.511
H -1.5132 0.4434 1.5323 0.355
H -3.1223 1.5621 2.4967 -0.018
H -2.9553 3.1928 2.2862 0.233
H 0.7949 4.5462 -2.5056 0.355
H 2.3438 6.0567 -1.3435 0.126
H 4.8755 6.4709 -0.5186 0.316
H 6.7815 4.6518 -1.1110 0.273
H 6.2263 2.3814 -2.5262 0.314
C 1.4537 6.2106 3.5300 -0.349
C 1.1862 6.0325 2.0669 -0.107
O 2.4168 6.4201 1.4679 -0.278
C 3.3867 6.2537 2.3988 0.594
O 4.5612 6.3284 2.1683 -0.550
O 2.8581 5.9907 3.6231 -0.334
H 0.9066 5.4958 4.1457 0.309
H 1.2312 7.2183 3.8765 0.347
H 0.9766 4.9911 1.8021 0.266
H 0.3686 6.6577 1.7141 0.192
C -1.5121 -6.9489 2.1966 -0.059
C -0.1382 -6.7616 1.6322 -0.247
O -0.1432 -5.4018 1.2177 -0.258
C -1.0912 -4.7639 1.9522 0.541
O -1.2419 -3.5718 1.9732 -0.491
O -1.8470 -5.6463 2.6620 -0.281
H -1.5311 -7.6712 3.0142 0.288
H -2.2403 -7.2514 1.4387 0.059
H 0.6451 -6.8991 2.3827 0.293
H 0.0593 -7.4243 0.7891 0.210
C 4.5031 1.9367 -7.5661 -0.224
C 3.0550 1.5567 -7.5086 -0.147
O 2.6748 1.5342 -8.8778 -0.335
C 3.8070 1.3269 -9.6049 0.592
O 3.8224 1.0884 -10.7784 -0.523
O 4.9189 1.4247 -8.8252 -0.336
H 5.0833 1.4931 -6.7555 0.243
H 4.6525 3.0203 -7.5580 0.261
H 2.9003 0.5612 -7.0817 0.211
H 2.4572 2.2785 -6.9504 0.249
C 5.2246 9.0130 4.4573 0.047
C 6.5936 9.2279 3.8900 -0.295
O 6.5649 10.5924 3.4936 -0.330
C 5.6077 11.2073 4.2427 0.626
O 5.4375 12.3924 4.2810 -0.534
O 4.8702 10.3012 4.9418 -0.347
H 5.2190 8.2800 5.2653 0.330
H 4.5002 8.7089 3.6966 -0.040
H 7.3823 9.0924 4.6361 0.248
H 6.7976 8.5787 3.0372 0.260
C -4.7665 -2.6000 4.7742 -0.458
C -3.3919 -2.4182 4.2093 0.190
O -3.3931 -1.0582 3.7927 -0.104
C -4.3406 -0.4153 4.5272 0.549
O -4.4892 0.7786 4.5470 -0.543
O -5.0970 -1.2962 5.2369 -0.355
H -4.7892 -3.3207 5.5929 0.330
H -5.4950 -2.9011 4.0158 0.300
H -2.6093 -2.5571 4.9608 0.244
H -3.1957 -3.0826 3.3673 -0.165
C -2.7196 7.0597 2.4586 -0.019
C -3.5588 7.6039 3.5736 -0.407
O -2.7008 7.4969 4.7016 -0.346
C -1.4231 7.4831 4.2354 0.621
O -0.4495 7.5696 4.9314 -0.546
O -1.3948 7.3601 2.8800 -0.249
H -2.9398 7.5335 1.5009 0.301
H -2.8188 5.9756 2.3496 -0.004
H -3.8199 8.6559 3.4265 0.266
H -4.4738 7.0296 3.7251 0.339
C -2.3961 0.9472 7.7194 -0.212
C -1.4239 1.6768 6.8440 -0.094
O -0.1656 1.3345 7.4091 -0.314
C -0.3321 0.1588 8.0764 0.634
O 0.5638 -0.4952 8.5269 -0.538
O -1.6493 -0.1768 8.1640 -0.337
H -3.2881 0.6311 7.1761 0.175
H -2.6997 1.5360 8.5900 0.273
H -1.4527 1.3301 5.8066 0.125
H -1.5771 2.7569 6.8606 0.284
C 3.8776 -7.5756 -2.1109 -0.364
C 2.7189 -6.6263 -2.0593 -0.160
O 2.1941 -6.8318 -0.7556 -0.187
C 3.2050 -7.3295 0.0090 0.588
O 3.1507 -7.4589 1.1983 -0.506
O 4.2835 -7.6596 -0.7523 -0.331
H 4.6914 -7.2073 -2.7373 0.317
H 3.5874 -8.5726 -2.4553 0.260
H 3.0287 -5.5815 -2.1552 0.252
H 1.9671 -6.8440 -2.8197 0.137
C -5.1187 -7.1144 -3.4109 0.069
C -5.3481 -8.5732 -3.1619 -0.353
O -4.2850 -8.9186 -2.2837 -0.338
C -3.8947 -7.7754 -1.6582 0.604
O -3.1322 -7.7381 -0.7319 -0.568
O -4.4788 -6.6823 -2.2158 -0.230
H -6.0487 -6.5678 -3.5731 0.290
H -4.4489 -6.9334 -4.2557 -0.103
H -6.2999 -8.7679 -2.6587 0.275
H -5.3041 -9.1644 -4.0778 0.300
C -1.0761 -8.3774 -7.1114 -0.402
C -1.0624 -7.1175 -6.3002 -0.180
O -2.4061 -6.6641 -6.3895 -0.238
C -3.1776 -7.7516 -6.6645 0.626
O -4.3760 -7.7536 -6.6400 -0.548
O -2.4136 -8.8353 -6.9685 -0.316
H -0.3694 -9.1209 -6.7397 0.304
H -0.8760 -8.1956 -8.1712 0.282
H -0.8193 -7.2987 -5.2488 0.200
H -0.3733 -6.3718 -6.6995 0.298
```

LUMO level ... -0.5 eV
SMILES ... C[C@H](I)Cc1cc2c(cc1C[C@@H]1CO1)Nc1ccccc1S2.O=C1OCCO1.O=C1OCCO1.O=C1OCCO1.O=C1OCCO1.O=C1OCCO1.O=C1OCCO1.O=C1OCCO1.O=C1OCCO1.O=C1OCCO1.O=C1OCCO1
Charge ... 0
Orbital gap ... 7.4 eV
Multiplicity ... 1

=====

Record 2
This record from the Open Molecules 2025 dataset describes 12 unconnected molecules or ions with the total composition C48H60F36O24. The level of theory is ωB97M-V/def2-TZVPD.

The geometry in XYZ format:
```
168
Properties=species:S:1:pos:R:3:mulliken_charge:R:1
C -2.0665 -1.4152 7.7642 -1.134
C -0.9053 -2.4308 7.8409 -0.186
O -0.5100 -2.8441 6.5546 -0.225
C 0.1304 -4.1084 6.3228 0.340
O 0.5050 -4.8999 7.2298 -0.515
C 0.4548 -4.3887 4.8129 0.856
F -0.6520 -4.6287 4.1115 -0.242
F 1.0162 -3.3236 4.2431 -0.230
F 1.2489 -5.4138 4.6592 -0.229
H -2.9868 -1.9304 7.4890 0.295
H -1.8317 -0.7050 6.9714 0.303
H -2.2589 -0.7584 8.6126 0.371
H -1.2531 -3.2725 8.4397 0.305
H -0.0544 -1.9850 8.3561 0.290
C 0.4938 5.6670 9.0960 -1.060
C 0.1560 4.4095 8.2912 -0.170
O 1.3467 3.6753 8.0398 -0.283
C 2.2443 3.9243 6.9605 0.344
O 2.2502 4.9914 6.2704 -0.518
C 3.2223 2.7297 6.5909 0.848
F 4.3221 2.7224 7.3172 -0.244
F 2.5772 1.6383 6.8716 -0.229
F 3.5515 2.7739 5.3001 -0.221
H -0.2674 6.4469 9.1177 0.343
H 1.3851 6.1830 8.7391 0.312
H 0.8207 5.3791 10.0952 0.309
H -0.3559 4.5778 7.3437 0.320
H -0.4709 3.7608 8.9029 0.249
C 6.2869 5.1210 -0.2669 -1.092
C 6.5329 3.7249 -0.7777 -0.210
O 7.8832 3.6521 -1.2510 -0.302
C 8.8616 3.4196 -0.3341 0.412
O 8.7252 3.3960 0.8818 -0.522
C 10.2807 3.2716 -0.9464 0.819
F 10.7732 2.0584 -0.6124 -0.229
F 10.3021 3.4249 -2.3016 -0.242
F 11.0250 4.2460 -0.4584 -0.237
H 6.5727 5.2249 0.7798 0.299
H 5.2214 5.3309 -0.3608 0.353
H 6.8418 5.8276 -0.8840 0.296
H 5.8563 3.3697 -1.5550 0.382
H 6.3915 3.0600 0.0744 0.271
C 4.1596 -6.2932 -4.5864 -1.175
C 5.4182 -6.4348 -5.3822 -0.145
O 4.9894 -6.0301 -6.7385 -0.211
C 5.5934 -6.4678 -7.8764 0.334
O 6.6262 -7.1442 -7.8956 -0.561
C 4.9132 -5.8675 -9.1006 0.907
F 5.5955 -4.8256 -9.4694 -0.224
F 4.9115 -6.7312 -10.0719 -0.240
F 3.6220 -5.4560 -8.8648 -0.244
H 4.3052 -6.3108 -3.5063 0.382
H 3.4493 -7.0536 -4.9110 0.307
H 3.6073 -5.3725 -4.7742 0.312
H 5.7727 -7.4599 -5.2749 0.279
H 6.2002 -5.7410 -5.0736 0.279
C -14.3335 6.0748 5.4620 -1.195
C -12.9666 6.2945 6.2046 -0.190
O -12.1205 5.4566 5.5000 -0.191
C -10.8074 5.5269 5.7641 0.341
O -10.2309 6.3128 6.5483 -0.551
C -9.9775 4.4177 5.0256 0.875
F -9.3895 4.9479 3.9362 -0.265
F -9.0331 3.9465 5.8390 -0.233
F -10.7209 3.4844 4.5624 -0.229
H -14.7808 5.0815 5.4985 0.332
H -14.2679 6.3428 4.4075 0.316
H -15.0297 6.7862 5.9062 0.384
H -12.9725 6.0328 7.2628 0.324
H -12.7414 7.3408 5.9981 0.282
C -5.0908 10.3393 5.8170 -1.015
C -5.7694 10.1926 4.4271 -0.299
O -4.7754 9.9451 3.4678 -0.289
C -4.0481 10.8941 2.9546 0.430
O -4.3657 12.1081 3.0380 -0.575
C -2.7699 10.3106 2.3134 0.878
F -2.8039 10.5346 1.0686 -0.264
F -1.7351 10.9554 2.7057 -0.254
F -2.5957 8.9977 2.4165 -0.246
H -4.3967 11.1782 5.7647 0.305
H -4.5861 9.4047 6.0615 0.284
H -5.7954 10.7401 6.5458 0.379
H -6.4809 11.0023 4.2652 0.336
H -6.4916 9.3790 4.3590 0.330
C -1.4117 -5.9431 -7.2899 -1.106
C -1.4699 -6.9298 -8.4471 -0.237
O -2.3133 -8.0847 -8.1344 -0.253
C -2.0046 -9.3510 -8.5844 0.402
O -1.0495 -9.5886 -9.3084 -0.528
C -2.9192 -10.4383 -8.0614 0.871
F -3.0850 -11.3720 -9.0309 -0.239
F -2.3732 -10.9624 -6.9934 -0.235
F -4.1266 -10.0183 -7.7432 -0.235
H -2.2640 -5.2637 -7.2792 0.295
H -0.4905 -5.3775 -7.4302 0.325
H -1.4295 -6.2591 -6.2468 0.342
H -0.5002 -7.3242 -8.7506 0.329
H -1.6694 -6.3344 -9.3381 0.271
C 10.5717 -3.7431 -8.3698 -1.079
C 10.4986 -2.2426 -8.3022 -0.191
O 9.1992 -1.8246 -8.0446 -0.279
C 8.5734 -1.7267 -6.8290 0.435
O 9.0562 -2.2013 -5.7879 -0.550
C 7.1318 -1.0247 -6.9012 0.790
F 7.2916 0.1945 -6.3866 -0.242
F 6.6209 -0.9372 -8.1508 -0.223
F 6.2064 -1.6275 -6.1057 -0.232
H 11.5741 -4.1112 -8.5885 0.368
H 10.0600 -4.1159 -9.2571 0.295
H 10.0958 -4.2497 -7.5302 0.303
H 10.8359 -1.7857 -9.2326 0.279
H 11.1321 -1.7603 -7.5578 0.327
C -2.2146 2.6533 1.9613 -1.176
C -0.9428 1.8801 1.5778 -0.211
O -1.0760 1.0773 0.4650 -0.158
C 0.0147 0.2550 0.0155 0.300
O 1.2030 0.4605 0.2899 -0.520
C -0.4169 -0.8282 -0.9940 0.854
F 0.0158 -2.0352 -0.5555 -0.243
F -1.7282 -0.8175 -1.2099 -0.206
F 0.2078 -0.6332 -2.1420 -0.235
H -2.4540 3.4154 1.2197 0.301
H -2.0582 3.1961 2.8935 0.369
H -3.0749 1.9928 2.0692 0.301
H -0.6884 1.3604 2.5016 0.289
H -0.0673 2.5120 1.4284 0.333
C -5.5944 4.3131 -3.0326 -1.110
C -5.2895 2.7885 -3.2293 -0.226
O -4.6738 2.4993 -4.4858 -0.304
C -3.4572 2.9081 -4.7728 0.431
O -2.6899 3.4059 -3.9177 -0.561
C -2.9960 2.5500 -6.2221 0.842
F -2.5177 1.3352 -6.2895 -0.246
F -4.0379 2.5869 -7.0212 -0.244
F -2.0484 3.3746 -6.6533 -0.238
H -4.6795 4.8931 -3.1536 0.343
H -5.8883 4.4168 -1.9881 0.366
H -6.3558 4.6881 -3.7165 0.302
H -6.2707 2.3479 -3.0529 0.355
H -4.6793 2.4683 -2.3847 0.292
C 8.0368 -3.3949 0.3912 -1.135
C 8.1585 -4.9139 0.6140 -0.191
O 8.9954 -5.6178 -0.2601 -0.256
C 10.3002 -5.4068 -0.3553 0.405
O 10.8967 -4.5799 0.2446 -0.485
C 11.0933 -6.3621 -1.2566 0.818
F 10.3541 -7.2777 -1.8667 -0.246
F 11.8251 -5.7404 -2.1288 -0.230
F 11.9090 -7.0948 -0.4878 -0.265
H 9.0513 -3.0524 0.5948 0.319
H 7.3305 -2.8113 0.9816 0.380
H 7.6014 -3.1691 -0.5823 0.288
H 7.1216 -5.2300 0.5003 0.297
H 8.4309 -4.9825 1.6672 0.299
C -6.9294 -2.5148 2.2593 -1.031
C -7.7099 -2.9538 3.5084 -0.246
O -8.9502 -3.5141 3.0218 -0.263
C -9.1238 -4.8802 2.7424 0.370
O -8.2063 -5.6839 2.5118 -0.521
C -10.6200 -5.2018 2.5233 0.835
F -11.0039 -5.1161 1.2145 -0.236
F -10.8649 -6.4152 3.0847 -0.235
F -11.3479 -4.3168 3.1557 -0.230
H -6.7398 -3.3068 1.5348 0.301
H -5.9327 -2.2050 2.5733 0.348
H -7.4190 -1.7543 1.6510 0.315
H -8.0684 -2.1910 4.1995 0.281
H -7.2242 -3.7156 4.1183 0.313
```

LUMO level ... -0.2 eV
SMILES ... CCOC(=O)C(F)(F)F.CCOC(=O)C(F)(F)F.CCOC(=O)C(F)(F)F.CCOC(=O)C(F)(F)F.CCOC(=O)C(F)(F)F.CCOC(=O)C(F)(F)F.CCOC(=O)C(F)(F)F.CCOC(=O)C(F)(F)F.CCOC(=O)C(F)(F)F.CCOC(=O)C(F)(F)F.CCOC(=O)C(F)(F)F.CCOC(=O)C(F)(F)F
Charge ... 0
Orbital gap ... 10.8 eV
Multiplicity ... 1

=====

Which of these has the lowest LUMO level? C48H58INO31S